# 1
Here is a molecular structure, C17H21N5O2S2V from the OMol25 dataset. Energies are from the ωB97M-V functional and the def2-TZVPD basis.

Its multiplicity is 4. Its HOMO energy (alpha / beta) is -6.39 / -7.68 eV. The calculation puts the LUMO energy (alpha / beta) at 0.31 / 0.29 eV. The charge is 0.

Each line ends with the Löwdin spin population.
CARTESIAN COORDINATES (ANGSTROEM)
1 V 0.23 -0.41 -0.49  2.739
2 N -0.66 -3.77 -1.11  0.011
3 C -1.68 -2.87 -1.08  0.024
4 N -1.50 -1.58 -1.04  0.025
5 C -2.70 -0.89 -1.07  0.007
6 C -3.80 -1.67 -1.11  -0.001
7 S -3.34 -3.34 -1.17  0.006
8 C -2.59 0.57 -1.05  0.007
9 C -3.55 1.51 -1.18  0.000
10 S -2.83 3.08 -1.17  0.004
11 C -1.27 2.36 -1.00  0.018
12 N -1.30 1.06 -0.94  0.020
13 N -0.11 3.07 -0.91  0.011
14 H 0.26 -3.34 -0.98  0.003
15 H -0.78 -4.61 -0.56  0.001
16 H -4.84 -1.38 -1.12  0.000
17 H -4.61 1.38 -1.28  0.000
18 H -0.10 4.03 -1.19  0.001
19 H 0.74 2.54 -1.04  0.002
20 C 1.15 -3.35 2.05  0.003
21 N -0.20 -3.61 2.55  0.001
22 C -0.14 -4.01 3.94  0.000
23 C -1.12 -2.48 2.32  0.004
24 C -0.60 -1.10 2.65  0.014
25 C -0.66 -0.66 3.98  -0.003
26 C -0.15 0.57 4.36  0.020
27 C 0.43 1.38 3.40  -0.001
28 C 0.46 0.95 2.07  0.023
29 C -0.04 -0.29 1.64  -0.006
30 H 1.71 -4.29 2.06  0.000
31 H 1.69 -2.61 2.65  0.000
32 H 1.11 -2.97 1.03  0.003
33 H 0.45 -4.93 4.03  0.000
34 H -1.15 -4.23 4.31  0.000
35 H 0.32 -3.25 4.59  0.000
36 H -2.02 -2.69 2.90  0.000
37 H -1.39 -2.49 1.27  0.002
38 H -1.13 -1.30 4.72  -0.001
39 H -0.21 0.89 5.39  0.001
40 H 0.84 2.35 3.67  -0.001
41 H 0.91 1.63 1.35  0.003
42 C 3.76 -0.87 -2.25  0.002
43 C 2.48 -0.69 -1.49  0.017
44 O 1.97 0.47 -1.40  0.018
45 O 1.90 -1.69 -0.97  0.024
46 H 4.45 -0.06 -2.02  0.000
47 H 3.54 -0.81 -3.32  0.001
48 H 4.21 -1.83 -2.03  0.000


# 2
Here is a molecular structure, C33H40BaF6N5O6P2S2 from the OMol25 dataset. Energies are from the ωB97M-V functional and the def2-TZVPD basis.

Its HOMO energy is -10.78 eV. The calculation puts the LUMO energy at -2.25 eV. The charge is +1.

Each line ends with the Mulliken charge.
CARTESIAN COORDINATES (ANGSTROEM)
1 Ba -0.83 -0.52 0.56  1.256
2 F -4.52 1.84 3.59  -0.196
3 C -4.97 1.11 2.58  0.554
4 F -5.57 0.03 3.03  -0.169
5 F -5.82 1.82 1.86  -0.183
6 S -3.52 0.64 1.48  0.614
7 O -2.32 1.19 2.08  -0.424
8 O -3.79 1.07 0.14  -0.611
9 N -3.48 -0.95 1.45  -0.552
10 S -2.89 -1.74 2.71  1.463
11 O -1.59 -2.30 2.40  -0.757
12 O -3.03 -1.04 3.95  -0.617
13 C -3.99 -3.22 2.71  0.400
14 F -3.54 -4.07 3.61  -0.187
15 F -5.23 -2.88 3.00  -0.184
16 F -3.96 -3.79 1.51  -0.190
17 O 2.39 -1.33 -0.95  -0.516
18 N 1.11 -1.69 -1.37  0.345
19 C 1.19 -2.46 -2.38  -0.961
20 C 0.09 -3.11 -3.12  0.459
21 C 0.40 -4.37 -3.61  -0.752
22 C -0.52 -5.11 -4.34  -0.731
23 C -1.77 -4.57 -4.61  -0.804
24 C -2.07 -3.30 -4.16  -0.148
25 C -1.17 -2.55 -3.42  0.489
26 P -1.57 -0.84 -2.89  1.158
27 C -0.59 0.14 -4.08  0.007
28 C -0.60 -0.17 -5.44  -0.206
29 C 0.17 0.58 -6.32  -0.733
30 C 0.95 1.63 -5.85  -0.483
31 C 0.96 1.93 -4.49  -0.620
32 C 0.20 1.18 -3.61  -0.350
33 C -3.31 -0.58 -3.35  0.406
34 C -4.27 -1.28 -2.61  -0.389
35 C -5.62 -1.05 -2.83  -0.810
36 C -6.02 -0.11 -3.77  -0.561
37 C -5.07 0.60 -4.49  -0.674
38 C -3.72 0.36 -4.28  -0.543
39 H 2.27 -0.83 -0.11  0.375
40 H 2.20 -2.73 -2.71  0.359
41 H 1.38 -4.79 -3.42  0.481
42 H -0.26 -6.10 -4.69  0.412
43 H -2.49 -5.13 -5.19  0.446
44 H -3.04 -2.87 -4.40  0.419
45 H -1.20 -0.99 -5.80  0.467
46 H 0.16 0.35 -7.38  0.415
47 H 1.54 2.21 -6.54  0.390
48 H 1.57 2.75 -4.13  0.418
49 H 0.21 1.41 -2.55  0.355
50 H -3.97 -2.00 -1.86  0.518
51 H -6.36 -1.60 -2.26  0.435
52 H -7.07 0.07 -3.94  0.402
53 H -5.38 1.33 -5.22  0.412
54 H -2.98 0.92 -4.85  0.349
55 O 1.81 0.04 1.34  0.151
56 P 2.45 0.94 2.39  -1.334
57 N 1.66 2.38 2.50  1.144
58 C 0.81 2.85 3.60  -0.334
59 C 0.58 4.31 3.23  -0.830
60 C 0.48 4.29 1.70  -0.692
61 C 1.29 3.06 1.25  -0.162
62 N 4.01 1.19 1.98  0.322
63 C 4.58 0.74 0.69  -0.618
64 C 5.91 1.49 0.61  -0.702
65 C 5.66 2.76 1.43  -0.673
66 C 4.83 2.24 2.60  -0.448
67 N 2.41 0.35 3.92  0.133
68 C 3.47 -0.52 4.46  -0.709
69 C 2.90 -1.95 4.35  -0.881
70 C 1.37 -1.76 4.36  -0.245
71 C 1.15 -0.24 4.41  -0.309
72 H 1.31 2.72 4.55  0.366
73 H -0.15 2.32 3.64  0.041
74 H 1.43 4.91 3.55  0.313
75 H -0.32 4.71 3.70  0.408
76 H 0.88 5.20 1.26  0.330
77 H -0.56 4.20 1.38  0.356
78 H 2.18 3.32 0.68  0.304
79 H 0.69 2.40 0.62  -0.148
80 H 3.92 1.02 -0.14  0.310
81 H 4.72 -0.34 0.67  0.266
82 H 6.20 1.69 -0.42  0.394
83 H 6.70 0.90 1.08  0.301
84 H 5.07 3.48 0.85  0.234
85 H 6.58 3.25 1.75  0.394
86 H 4.20 3.00 3.05  0.343
87 H 5.48 1.82 3.37  0.267
88 H 3.63 -0.25 5.50  0.412
89 H 4.40 -0.39 3.92  0.428
90 H 3.25 -2.58 5.17  0.365
91 H 3.22 -2.40 3.42  0.336
92 H 0.89 -2.25 5.20  0.519
93 H 0.93 -2.18 3.45  -0.134
94 H 0.99 0.10 5.44  0.362
95 H 0.29 0.09 3.82  -0.036


# 3
Here is a molecular structure, C41H52N5OPbSSb2 from the OMol25 dataset. Energies are from the ωB97M-V functional and the def2-TZVPD basis.

Its HOMO energy (alpha / beta) is -15.05 / -15.05 eV. The calculation puts the LUMO energy (alpha / beta) at -10.50 / -10.63 eV. The charge is +3.

Each line ends with the Mulliken charge.
CARTESIAN COORDINATES (ANGSTROEM)
1 Pb -1.19 0.57 0.12  0.781
2 C 0.10 -1.04 5.93  -1.226
3 Sb 0.55 -0.54 3.93  0.676
4 C 1.00 1.51 4.32  -1.365
5 C 2.68 -1.50 3.87  -1.553
6 C 3.56 -0.39 3.81  0.985
7 C 3.93 0.28 5.02  -0.621
8 C 4.73 1.37 5.01  -0.658
9 C 5.20 1.88 3.78  -0.735
10 C 4.89 1.24 2.59  -0.543
11 C 4.10 0.10 2.56  1.223
12 C 3.88 -0.61 1.30  -1.930
13 Sb 2.26 0.08 -0.06  0.934
14 C 2.87 -1.11 -1.68  -1.107
15 C 2.93 1.97 -0.76  -0.998
16 H 0.96 -0.84 6.57  0.384
17 H -0.20 -2.08 6.02  0.398
18 H -0.73 -0.40 6.26  0.383
19 H 1.53 1.60 5.27  0.445
20 H 0.05 2.04 4.42  0.489
21 H 1.59 1.96 3.53  0.347
22 H 2.60 -2.19 3.04  -0.059
23 H 2.61 -1.99 4.85  0.777
24 H 3.56 -0.12 5.96  0.469
25 H 5.03 1.85 5.93  0.481
26 H 5.83 2.76 3.77  0.464
27 H 5.30 1.62 1.65  0.466
28 H 3.63 -1.66 1.35  0.665
29 H 4.66 -0.40 0.56  0.831
30 H 3.89 -0.83 -1.92  0.575
31 H 2.22 -0.91 -2.54  0.320
32 H 2.81 -2.16 -1.41  0.312
33 H 3.99 1.88 -0.98  0.710
34 H 2.74 2.76 -0.04  0.359
35 H 2.37 2.19 -1.68  0.001
36 N 0.76 7.09 -7.93  -0.424
37 C 0.61 6.37 -7.04  -0.290
38 C 0.43 5.47 -5.93  0.526
39 C 1.41 4.54 -5.63  -0.888
40 C 1.22 3.66 -4.57  -0.132
41 C 0.05 3.73 -3.81  -0.346
42 C -0.91 4.68 -4.10  -0.106
43 C -0.74 5.55 -5.17  -0.922
44 C -0.16 2.79 -2.67  1.951
45 C -0.33 1.43 -2.97  0.028
46 C -0.24 0.84 -4.25  -0.595
47 C -0.39 -0.53 -4.10  -1.377
48 C -0.59 -0.74 -2.73  -0.777
49 N -0.56 0.41 -2.04  0.548
50 C -0.16 3.35 -1.39  -0.629
51 C 0.21 4.68 -1.06  -0.539
52 C 0.19 4.79 0.32  -1.358
53 C -0.20 3.53 0.80  -0.700
54 N -0.41 2.66 -0.20  0.482
55 H 2.32 4.50 -6.21  0.487
56 H 1.98 2.93 -4.33  0.437
57 H -1.82 4.74 -3.51  0.460
58 H -1.49 6.28 -5.42  0.490
59 H -0.09 1.37 -5.18  0.760
60 H -0.37 -1.28 -4.87  0.520
61 H -0.78 -1.68 -2.24  0.548
62 H 0.49 5.44 -1.76  0.673
63 H 0.41 5.66 0.92  0.512
64 H -0.35 3.24 1.84  0.593
65 C -6.84 2.38 -2.89  -0.998
66 C -6.49 2.56 -1.42  -0.700
67 N -5.57 1.52 -0.92  0.119
68 C -6.17 0.23 -0.54  -1.102
69 C -5.97 -0.88 -1.57  -0.732
70 C -4.26 1.70 -0.86  1.126
71 C -3.69 3.01 -1.31  -0.714
72 N -3.42 0.76 -0.42  -0.469
73 H -7.51 3.18 -3.21  0.398
74 H -7.35 1.43 -3.07  0.294
75 H -5.95 2.41 -3.52  0.267
76 H -7.39 2.50 -0.81  0.426
77 H -6.05 3.53 -1.25  0.329
78 H -7.24 0.41 -0.40  0.386
79 H -5.79 -0.06 0.44  0.530
80 H -6.51 -0.66 -2.49  0.287
81 H -6.35 -1.82 -1.18  0.377
82 H -4.92 -1.01 -1.83  0.143
83 H -4.07 3.83 -0.70  0.515
84 H -3.96 3.20 -2.35  0.290
85 H -2.61 2.99 -1.23  -0.583
86 H -3.90 -0.09 -0.14  0.127
87 C -1.05 -3.83 0.19  -1.031
88 S 0.60 -3.34 -0.27  0.471
89 O 0.92 -2.15 0.65  -0.262
90 C 1.50 -4.72 0.32  0.531
91 C 1.57 -5.01 1.68  -0.471
92 C 2.19 -6.18 2.08  -0.780
93 C 2.73 -7.05 1.13  -0.494
94 C 2.67 -6.74 -0.22  -0.657
95 C 2.05 -5.57 -0.64  -0.373
96 H -1.09 -3.94 1.27  0.391
97 H -1.26 -4.79 -0.29  0.472
98 H -1.74 -3.07 -0.16  0.281
99 H 1.15 -4.32 2.41  0.299
100 H 2.25 -6.42 3.14  0.423
101 H 3.19 -7.97 1.46  0.434
102 H 3.10 -7.42 -0.95  0.429
103 H 2.00 -5.32 -1.69  0.413


# 4
Here is a molecular structure, C35H55N4OP2W from the OMol25 dataset. Energies are from the ωB97M-V functional and the def2-TZVPD basis.

Its multiplicity is 3. Its HOMO energy (alpha / beta) is -17.67 / -17.83 eV. The calculation puts the LUMO energy (alpha / beta) at -11.00 / -11.23 eV. The charge is +3.

Each line ends with the Löwdin spin population.
CARTESIAN COORDINATES (ANGSTROEM)
1 C 0.74 2.73 -0.53  0.006
2 C 1.72 0.90 -1.62  0.013
3 C 1.61 3.59 -1.18  -0.003
4 C 2.67 1.71 -2.21  -0.003
5 C 2.62 3.09 -1.98  0.009
6 H 1.51 4.66 -0.98  0.000
7 H 3.44 1.25 -2.83  0.000
8 H 3.36 3.74 -2.44  0.000
9 N 0.75 1.40 -0.81  0.021
10 P -0.53 1.87 1.82  0.012
11 P 0.01 -1.38 -1.84  0.014
12 C -0.22 3.18 0.56  0.012
13 H 0.15 4.11 1.05  0.001
14 H -1.20 3.43 0.14  0.001
15 C -1.33 -1.08 1.82  0.170
16 O -1.72 -1.75 2.72  0.199
17 C 1.76 -0.62 -1.65  0.000
18 H 2.43 -0.99 -2.44  0.000
19 C 0.25 -3.26 -1.73  0.011
20 C -0.60 -0.87 -3.53  -0.002
21 C 0.98 1.85 2.97  0.000
22 C -2.06 2.42 2.80  0.007
23 C -0.04 -3.71 -0.29  0.009
24 H -1.10 -3.61 -0.02  0.003
25 H 0.23 -4.78 -0.20  0.000
26 H 0.55 -3.15 0.45  0.002
27 C -0.69 -4.02 -2.68  0.001
28 H -1.75 -3.81 -2.48  0.000
29 H -0.47 -3.82 -3.73  0.000
30 H -0.54 -5.10 -2.51  0.001
31 C 1.70 -3.64 -2.06  0.003
32 H 1.76 -4.75 -2.11  0.001
33 H 2.04 -3.26 -3.03  0.000
34 H 2.39 -3.32 -1.27  0.001
35 C -2.06 -1.36 -3.69  0.001
36 H -2.59 -1.37 -2.72  0.000
37 H -2.60 -0.66 -4.34  0.000
38 H -2.12 -2.36 -4.14  0.000
39 C -0.62 0.67 -3.64  0.001
40 H -1.20 1.13 -2.82  0.001
41 H 0.39 1.09 -3.64  0.000
42 H -1.11 0.94 -4.59  0.000
43 C 0.35 -1.45 -4.60  -0.001
44 H 1.31 -1.82 -4.20  0.000
45 H -0.13 -2.27 -5.16  0.000
46 H 0.61 -0.66 -5.32  0.000
47 C -2.31 1.40 3.93  0.000
48 H -3.24 1.68 4.43  0.000
49 H -2.43 0.37 3.55  0.000
50 H -1.50 1.39 4.67  0.000
51 C -3.26 2.43 1.85  0.001
52 H -3.09 3.06 0.97  0.000
53 H -3.53 1.43 1.53  0.001
54 H -4.13 2.87 2.37  0.000
55 C -1.92 3.84 3.39  0.001
56 H -1.37 4.53 2.72  0.000
57 H -2.93 4.26 3.52  0.000
58 H -1.46 3.84 4.38  0.000
59 C 2.27 2.12 2.18  0.000
60 H 2.29 3.13 1.76  0.000
61 H 3.13 2.02 2.86  0.000
62 H 2.40 1.41 1.35  0.000
63 C 1.03 0.45 3.63  0.002
64 H 1.73 -0.23 3.10  0.000
65 H 1.37 0.56 4.68  0.000
66 H 0.07 -0.08 3.66  0.001
67 C 0.90 2.94 4.04  -0.001
68 H 0.78 3.94 3.59  0.000
69 H 0.10 2.76 4.76  0.000
70 H 1.85 2.95 4.60  0.000
71 W -0.56 -0.08 0.31  1.427
72 N 1.24 -0.87 0.63  -0.048
73 C 2.20 -1.04 -0.20  0.040
74 C 3.64 -1.46 0.16  -0.003
75 C 4.50 -1.62 -1.09  -0.001
76 C 4.29 -0.34 0.97  0.005
77 C 3.61 -2.77 0.98  0.001
78 H 4.13 -2.40 -1.76  0.000
79 H 4.57 -0.68 -1.64  0.000
80 H 5.51 -1.91 -0.79  0.000
81 H 3.78 -0.17 1.92  0.000
82 H 5.33 -0.60 1.20  0.001
83 H 4.31 0.59 0.39  0.000
84 H 4.33 -3.49 0.57  0.000
85 H 3.91 -2.57 2.02  0.000
86 H 2.62 -3.24 1.01  0.000
87 N -7.56 -0.38 1.55  0.005
88 C -6.62 -0.37 0.85  0.000
89 C -5.38 -0.42 0.12  0.008
90 C -4.65 -1.61 0.12  0.000
91 C -3.32 -1.57 -0.26  0.018
92 N -2.69 -0.36 -0.42  0.025
93 C -3.48 0.66 -0.87  0.016
94 C -4.85 0.68 -0.59  0.003
95 H -5.12 -2.54 0.47  0.000
96 H -2.68 -2.46 -0.33  0.004
97 H -2.97 1.51 -1.34  0.003
98 H -5.47 1.55 -0.83  0.000


# 5
Here is 6 unconnected molecules or ions with the total composition C16H35N6O9 from the OMol25 dataset. Energies are from the ωB97M-V functional and the def2-TZVPD basis.

Its HOMO energy is -4.23 eV. The calculation puts the LUMO energy at 2.47 eV. The charge is -1.

Each line ends with the natural charge from an NBO analysis.
CARTESIAN COORDINATES (ANGSTROEM)
1 O 2.97 -1.17 0.21  -0.809
2 C 2.88 -1.04 -1.13  0.734
3 O 2.87 -2.25 -2.00  -0.846
4 C 2.75 0.48 -1.80  -0.320
5 N 1.29 0.90 -1.56  -0.654
6 C 0.51 0.61 -2.82  -0.225
7 C -1.08 0.30 -2.63  -0.411
8 C -1.79 0.93 -1.30  -0.529
9 C -2.77 -0.28 -0.68  0.805
10 O -2.65 -0.68 0.61  -0.628
11 O -3.75 -0.98 -1.53  -0.757
12 H 3.03 0.51 -2.94  0.202
13 H 3.48 1.18 -1.20  0.192
14 H 0.97 0.34 -0.74  0.396
15 H 0.65 1.43 -3.67  0.177
16 H 0.99 -0.37 -3.29  0.199
17 H -1.33 -0.86 -2.73  0.202
18 H -1.63 0.80 -3.57  0.208
19 H -2.55 1.79 -1.61  0.265
20 H -1.07 1.22 -0.43  0.281
21 H -3.36 -1.81 -1.94  0.513
22 O -4.65 3.07 -0.71  -0.625
23 C -4.24 3.51 0.35  0.676
24 N -4.59 4.76 0.77  -0.832
25 C -3.33 2.75 1.26  -0.723
26 H -4.27 5.17 1.63  0.389
27 H -5.20 5.30 0.17  0.397
28 H -2.40 2.50 0.73  0.270
29 H -3.82 1.82 1.57  0.255
30 H -3.07 3.32 2.16  0.195
31 O -0.03 3.53 -0.96  -0.605
32 C 0.67 4.44 -0.52  0.662
33 N 1.74 4.17 0.29  -0.834
34 C 0.41 5.88 -0.81  -0.705
35 H 2.34 4.88 0.67  0.378
36 H 1.93 3.20 0.50  0.442
37 H -0.58 6.15 -0.45  0.231
38 H 0.47 6.04 -1.89  0.236
39 H 1.15 6.53 -0.33  0.195
40 O 3.94 -3.35 3.92  -0.662
41 C 4.49 -3.84 2.94  0.660
42 N 4.51 -3.17 1.75  -0.801
43 C 5.19 -5.17 2.96  -0.705
44 H 4.96 -3.53 0.91  0.398
45 H 4.05 -2.27 1.71  0.443
46 H 4.46 -5.94 3.23  0.230
47 H 5.99 -5.14 3.70  0.225
48 H 5.62 -5.42 1.98  0.205
49 O -4.23 -3.72 -1.52  -0.635
50 C -3.52 -4.69 -1.79  0.668
51 N -2.34 -4.88 -1.14  -0.816
52 C -3.88 -5.71 -2.82  -0.708
53 H -1.72 -5.66 -1.32  0.396
54 H -2.07 -4.20 -0.44  0.420
55 H -3.98 -5.22 -3.79  0.241
56 H -4.83 -6.18 -2.54  0.237
57 H -3.12 -6.49 -2.90  0.205
58 O 1.13 1.21 1.35  -0.639
59 C 1.27 0.87 2.52  0.689
60 N 0.18 0.57 3.28  -0.826
61 C 2.60 0.76 3.19  -0.712
62 H 0.24 0.28 4.25  0.389
63 H -0.73 0.63 2.85  0.412
64 H 3.10 1.73 3.17  0.220
65 H 3.21 0.03 2.66  0.275
66 H 2.51 0.44 4.23  0.200


# 6
Here is a single C4H6O2S2 molecule from the OMol25 dataset. Energies are from the ωB97M-V functional and the def2-TZVPD basis.

Its HOMO energy (alpha / beta) is -8.77 / -8.65 eV. The calculation puts the LUMO energy (alpha / beta) at -1.39 / -1.34 eV. The charge is 0.

Each line ends with the natural charge from an NBO analysis.
CARTESIAN COORDINATES (ANGSTROEM)
1 C 1.51 -0.15 -0.03  -0.541
2 C 0.28 0.29 0.14  -0.123
3 C -2.25 0.02 -0.44  -0.613
4 C -1.03 -0.30 0.40  -0.462
5 O 3.47 -1.70 -0.38  -0.807
6 O 2.26 2.39 0.12  -0.804
7 S 2.08 -1.81 0.12  0.980
8 S 2.92 1.09 -0.02  1.014
9 H 0.43 1.41 0.13  0.236
10 H -2.92 -0.98 -0.35  0.226
11 H -2.03 0.15 -1.58  0.225
12 H -2.79 0.94 -0.02  0.227
13 H -0.76 -1.35 0.41  0.205
14 H -1.17 0.00 1.49  0.236


# 7
Here is 3 unconnected molecules or ions with the total composition C2H7N3S from the OMol25 dataset. Energies are from the ωB97M-V functional and the def2-TZVPD basis.

Its HOMO energy is -8.62 eV. The calculation puts the LUMO energy at 0.67 eV. The charge is 0.

Each line ends with the natural charge from an NBO analysis.
CARTESIAN COORDINATES (ANGSTROEM)
1 C -2.41 -0.09 -0.16  -0.422
2 C 0.91 0.92 -0.02  0.271
3 H -2.72 -0.24 1.31  0.153
4 H -2.83 -0.99 -0.88  0.217
5 H -2.80 1.31 -0.56  0.242
6 H -1.01 -1.07 0.35  0.356
7 H 1.55 1.84 -0.05  0.189
8 H 1.43 -1.12 -0.09  0.388
9 H 3.84 -0.73 0.76  0.105
10 N -0.98 -0.41 -0.40  -0.516
11 N -0.32 0.80 -0.08  -0.349
12 N 1.87 -0.23 0.11  -0.833
13 S 3.47 0.02 -0.29  0.199